{
  "formula": "C4H6N2O",
  "method": "ωB97M-V with the def2-TZVPD basis set",
  "lumo_energy_ev": 0.37,
  "molar_mass_g_mol": 98.10,
  "homo_ev": -7.536,
  "gap_ev": 7.904,
  "relative_energy_kj_mol": 460.9,
  "symbols": ["N", "C", "C", "O", "N", "C", "C", "H", "H", "H", "H", "H", "H"],
  "xyz": [[1.822, -0.617, -0.388], [0.422, -0.471, -0.237], [-0.065, 0.741, 0.415], [0.585, 1.855, 0.819], [-1.412, 0.704, 0.288], [-1.742, -0.515, -0.333], [-0.668, -1.299, -0.686], [2.121, -0.132, -1.229], [2.021, -1.603, -0.535], [1.533, 1.678, 0.715], [-2.034, 1.353, 0.747], [-2.804, -0.717, -0.444], [0.232, -0.331, 1.093]],
  "atomic_forces_ev_per_a": [[-0.1, -0.1, -0.2], [0.1, 0.2, -0.1], [-0.1, -0.2, -0.2], [0.1, -0.1, 0.0], [0.1, 0.0, 0.1], [-0.2, -0.1, 0.0], [0.0, 0.4, 0.2], [0.0, 0.0, 0.1], [0.0, 0.1, 0.0], [-0.1, 0.1, 0.0], [0.1, -0.1, -0.1], [0.2, 0.0, 0.0], [-0.1, -0.1, 0.2]]
}

=====

{
  "formula": "C12H17ClI2N2OPSeSn",
  "method": "ωB97M-V with the def2-TZVPD basis set",
  "lumo_energy_ev": [-13.29, -13.11],
  "molar_mass_g_mol": 723.19,
  "homo_ev": [-17.132, -17.063],
  "gap_ev": [3.847, 3.954],
  "charge": 3,
  "relative_energy_kj_mol": 196.1,
  "symbols": ["I", "I", "Sn", "P", "C", "C", "H", "H", "H", "C", "H", "H", "H", "H", "H", "H", "C", "O", "Cl", "C", "N", "C", "Se", "N", "C", "C", "C", "C", "C", "C", "H", "H", "H", "H", "H", "H", "H", "H"],
  "xyz": [[-2.024, -2.159, -1.910], [-1.772, 1.077, -1.326], [2.577, -0.207, -1.769], [0.540, -0.376, -4.028], [-1.103, -0.316, -4.960], [1.278, 1.155, -4.805], [2.386, -1.818, -4.698], [1.433, -1.298, -6.157], [0.795, -2.590, -5.042], [1.377, -1.653, -5.109], [2.246, 1.351, -4.316], [1.427, 1.008, -5.895], [-0.938, -0.266, -6.058], [-1.687, 0.562, -4.638], [0.613, 2.017, -4.616], [-1.692, -1.214, -4.716], [-3.345, -0.396, -1.590], [-4.453, -0.345, -1.960], [4.782, -0.985, -2.093], [2.357, 0.479, 3.223], [0.933, 0.203, 3.125], [0.320, -0.459, 2.091], [1.098, -1.440, 0.747], [-1.020, -0.398, 2.379], [-1.257, 0.287, 3.550], [-2.328, 0.139, 4.410], [-2.188, 0.595, 5.737], [-0.964, 1.141, 6.159], [0.133, 1.200, 5.301], [-0.011, 0.740, 3.988], [2.997, -0.414, 3.079], [2.501, 0.879, 4.222], [2.640, 1.263, 2.512], [-1.732, -0.840, 1.813], [-3.216, -0.374, 4.065], [-2.994, 0.524, 6.454], [-0.832, 1.476, 7.189], [1.123, 1.452, 5.642]],
  "atomic_forces_ev_per_a": [[-0.8, -0.8, 0.3], [-0.7, 1.3, 0.5], [0.6, -0.5, 0.5], [-0.4, 0.5, -4.5], [-0.7, -0.2, 1.2], [0.1, 0.3, 1.1], [-0.2, -0.2, -0.5], [-0.2, 0.0, 0.7], [0.4, 0.3, -0.1], [0.2, -0.5, 1.3], [-0.1, 0.2, -0.5], [-0.2, -0.1, 0.7], [0.5, 0.0, 0.7], [0.3, -0.3, -0.1], [0.4, -0.4, -0.1], [0.3, 0.4, -0.2], [0.0, -0.8, -2.1], [1.6, 0.4, 1.4], [-1.4, 0.4, 0.2], [0.7, 0.0, 0.2], [-0.4, 1.2, 0.2], [-1.7, 0.4, 0.7], [0.4, -0.1, -0.3], [1.1, -0.2, -1.0], [0.2, -0.5, 0.2], [-0.1, -0.1, -1.0], [1.2, 1.0, 0.9], [-0.4, 0.0, 0.2], [0.3, 0.1, 1.0], [-0.2, -1.9, -1.4], [-0.7, 0.4, 0.1], [0.4, -0.1, 0.0], [-0.1, -0.2, 0.0], [0.1, -0.1, -0.1], [-0.1, 0.0, 0.2], [-0.2, -0.1, -0.1], [-0.1, -0.1, -0.3], [0.0, 0.4, 0.4]]
}

=====

{
  "formula": "CH5BrN3",
  "method": "ωB97M-V with the def2-TZVPD basis set",
  "lumo_energy_ev": -5.62,
  "smiles": "NC(N)=[NH+]Br",
  "molar_mass_g_mol": 138.98,
  "homo_ev": -14.413,
  "gap_ev": 8.791,
  "charge": 1,
  "relative_energy_kj_mol": 103.8,
  "symbols": ["N", "C", "N", "N", "Br", "H", "H", "H", "H", "H"],
  "xyz": [[0.849, -0.971, 0.499], [0.045, -0.025, 0.003], [0.459, 1.256, -0.100], [-1.222, -0.298, -0.407], [-2.562, 0.091, 0.796], [0.808, -1.825, -0.054], [1.804, -0.642, 0.575], [0.380, 1.729, -0.982], [0.802, 1.773, 0.693], [-1.363, -1.087, -1.023]],
  "atomic_forces_ev_per_a": [[0.3, 0.6, -1.3], [-0.1, 0.6, 0.1], [0.0, -0.1, 1.2], [0.6, -0.3, -1.4], [-0.2, 0.2, -0.1], [-0.4, -0.6, 0.9], [0.2, -0.2, 0.1], [-0.9, 0.3, 0.0], [0.7, -0.1, -0.1], [-0.3, -0.4, 0.5]]
}

=====

{
  "formula": "C44H50Cl2Ge2N4O5STi",
  "method": "ωB97M-V with the def2-TZVPD basis set",
  "lumo_energy_ev": 3.60,
  "molar_mass_g_mol": 1010.97,
  "homo_ev": 0.095,
  "gap_ev": 3.502,
  "charge": -2,
  "relative_energy_kj_mol": 287.7,
  "symbols": ["Ti", "O", "Cl", "O", "O", "O", "C", "C", "C", "C", "C", "C", "C", "C", "C", "S", "C", "N", "H", "H", "H", "H", "H", "H", "H", "H", "C", "N", "C", "C", "C", "N", "C", "C", "O", "H", "H", "H", "H", "H", "H", "H", "H", "H", "H", "H", "H", "Cl", "C", "C", "C", "C", "C", "C", "C", "H", "H", "H", "H", "H", "H", "N", "C", "C", "C", "C", "C", "C", "H", "H", "H", "H", "H", "C", "Ge", "C", "C", "Ge", "C", "C", "C", "C", "C", "C", "C", "C", "C", "C", "C", "C", "H", "H", "H", "H", "H", "H", "H", "H", "H", "H", "H", "H", "H", "H", "H", "H", "H", "H", "H"],
  "xyz": [[-6.742, -6.317, 17.683], [-8.481, -3.755, 16.223], [-9.449, -4.518, 17.085], [-10.144, -3.850, 18.166], [-8.522, -5.714, 17.894], [-10.452, -5.140, 16.233], [-6.325, -0.848, 16.151], [-5.380, -0.991, 17.317], [-4.625, 0.107, 17.872], [-3.818, -0.151, 18.935], [-3.723, -1.477, 19.401], [-2.796, -1.777, 20.403], [-2.787, -3.036, 20.916], [-3.747, -3.969, 20.556], [-4.752, -3.684, 19.632], [-6.238, -4.559, 19.558], [-4.561, -2.473, 18.878], [-5.268, -2.257, 17.749], [-7.360, -1.145, 16.430], [-6.042, -1.587, 15.386], [-6.441, 0.173, 15.707], [-4.782, 1.108, 17.459], [-3.258, 0.585, 19.529], [-2.143, -0.964, 20.786], [-1.964, -3.314, 21.532], [-3.652, -4.905, 21.086], [-8.779, -8.394, 15.753], [-8.526, -7.488, 14.652], [-9.677, -7.319, 13.807], [-9.415, -6.641, 12.490], [-8.017, -6.062, 12.417], [-7.422, -5.728, 13.693], [-6.621, -4.432, 13.835], [-7.539, -6.544, 14.764], [-6.792, -6.556, 15.774], [-9.402, -7.881, 16.499], [-7.879, -8.734, 16.227], [-9.241, -9.312, 15.383], [-10.498, -6.855, 14.397], [-10.118, -8.290, 13.620], [-10.226, -5.926, 12.235], [-9.441, -7.344, 11.684], [-7.917, -5.242, 11.657], [-7.341, -6.824, 12.031], [-7.177, -3.677, 13.220], [-5.575, -4.652, 13.548], [-6.657, -4.098, 14.871], [-3.499, -6.476, 14.077], [-3.323, -7.340, 15.537], [-2.473, -8.475, 15.471], [-2.082, -9.165, 16.622], [-2.475, -8.635, 17.851], [-3.139, -7.445, 17.981], [-3.757, -6.826, 16.780], [-4.598, -5.712, 16.959], [-2.214, -8.911, 14.514], [-1.427, -10.018, 16.576], [-2.189, -9.134, 18.766], [-3.372, -7.054, 18.962], [-4.830, -5.117, 16.065], [-4.246, -5.034, 17.737], [-6.795, -7.812, 18.451], [-6.911, -8.580, 19.532], [-6.869, -8.078, 20.875], [-6.968, -8.894, 21.978], [-7.117, -10.252, 21.767], [-7.199, -10.775, 20.496], [-6.978, -9.973, 19.369], [-6.527, -7.026, 20.966], [-6.859, -8.427, 22.944], [-7.086, -10.903, 22.652], [-7.412, -11.831, 20.432], [-6.930, -10.446, 18.404], [-11.567, -7.360, 19.175], [-12.190, -6.449, 20.797], [-12.805, -7.821, 21.970], [-13.456, -5.018, 20.366], [-10.196, -5.224, 21.959], [-10.906, -3.341, 22.005], [-12.065, -3.059, 22.755], [-12.425, -1.747, 22.935], [-11.847, -0.704, 22.224], [-10.684, -0.939, 21.480], [-10.262, -2.264, 21.310], [-9.870, -5.669, 23.918], [-10.383, -4.965, 25.037], [-9.937, -5.291, 26.325], [-9.018, -6.304, 26.534], [-8.518, -7.025, 25.444], [-8.918, -6.703, 24.135], [-11.602, -6.711, 18.286], [-12.241, -8.192, 18.949], [-10.551, -7.752, 19.211], [-12.008, -8.565, 22.006], [-13.695, -8.331, 21.569], [-13.060, -7.390, 22.990], [-13.947, -5.261, 19.429], [-12.815, -4.106, 20.263], [-14.156, -4.836, 21.166], [-12.650, -3.870, 23.101], [-13.324, -1.598, 23.581], [-12.400, 0.232, 22.219], [-10.070, -0.081, 21.111], [-9.424, -2.503, 20.634], [-11.116, -4.179, 24.913], [-10.308, -4.634, 27.102], [-8.810, -6.538, 27.551], [-7.764, -7.810, 25.620], [-8.549, -7.272, 23.294]],
  "atomic_forces_ev_per_a": [[3.0, 1.9, 1.3], [-2.0, -1.2, 2.3], [1.2, -0.8, 1.0], [1.7, -0.1, -1.6], [-4.1, 2.5, -2.2], [1.4, -0.2, 0.5], [-0.9, 0.3, -0.5], [0.8, -1.1, 0.0], [-1.1, -0.1, -0.4], [0.1, 0.0, 0.0], [0.4, 0.5, 0.2], [0.4, 0.8, 0.8], [0.8, 0.5, -0.5], [-0.4, -0.3, -0.2], [0.9, -0.2, 0.1], [-0.6, -0.7, -0.3], [-0.2, -0.2, 0.1], [-1.0, 2.0, 0.0], [0.7, 0.1, 0.2], [0.0, 0.4, 0.0], [0.6, -0.7, 0.4], [0.1, -0.3, 0.2], [-0.2, 0.0, -0.7], [-0.3, -0.7, -0.3], [0.3, -0.3, 0.8], [-0.7, -0.3, -0.1], [-0.2, -0.1, 0.4], [0.8, -0.2, -0.1], [-1.5, 0.1, 0.5], [-0.4, 1.1, -0.4], [1.0, 0.1, -0.6], [0.8, 2.5, 1.4], [-0.9, -1.2, -0.5], [-1.1, -1.2, -0.5], [-0.8, 0.4, -2.6], [0.0, -0.4, 0.0], [0.6, 0.3, 0.3], [-0.3, 0.3, -0.1], [0.6, 0.4, -0.3], [0.3, -0.5, -0.1], [0.6, -0.1, 0.5], [-0.2, -0.7, -0.5], [-0.2, -0.3, 1.1], [-0.1, -0.4, -0.4], [0.9, -0.6, 0.4], [-0.6, 0.5, -0.1], [0.0, -0.2, -0.1], [-0.6, 0.6, -1.0], [1.3, -1.5, 1.7], [-0.5, -0.5, 0.7], [-0.6, 0.9, -0.8], [0.6, 0.3, 0.8], [-1.5, -0.2, -2.3], [2.1, -0.9, 1.1], [-1.1, 1.4, 0.3], [0.2, 0.4, -0.2], [-0.1, -0.3, -0.1], [0.2, -0.1, 0.1], [-0.2, 0.1, -0.1], [0.2, -0.3, 0.2], [0.0, -0.3, 0.0], [0.3, 0.8, -0.6], [0.4, -1.7, 1.7], [0.9, 1.1, -1.2], [0.4, 0.4, -0.9], [-0.2, -0.5, 1.5], [0.4, 0.1, -0.2], [-1.0, -0.4, 1.1], [-0.9, -0.6, 0.1], [0.0, -0.3, 0.2], [-0.4, 0.1, -0.5], [0.3, -0.2, -0.4], [-0.1, 0.2, -0.4], [-0.3, 0.1, -0.9], [2.1, 1.7, 1.1], [-1.5, -0.5, 1.1], [0.7, 0.3, -0.5], [1.0, -0.5, -1.5], [-0.4, 0.4, -0.5], [2.1, 0.8, -1.0], [-2.2, 0.1, 0.3], [0.1, 0.0, 0.4], [0.1, 0.2, -0.2], [-0.1, -0.7, 0.8], [-0.8, 0.0, 0.0], [1.1, -1.2, -0.2], [-0.4, 0.9, -1.0], [-0.5, 0.0, -0.6], [0.2, 0.0, -0.3], [-0.8, 0.5, 1.3], [0.0, 0.0, 0.3], [0.0, -0.2, 0.0], [0.1, 0.1, 0.4], [0.0, 0.1, 0.4], [0.0, 0.0, 0.2], [0.5, -0.7, -1.2], [-0.4, 0.3, -0.2], [-0.7, -0.7, -0.1], [-0.4, 0.0, 0.2], [-0.4, -0.6, 0.8], [0.6, 0.4, -0.7], [0.6, 0.3, 0.2], [-0.8, -0.9, -0.2], [-0.2, 0.1, 0.6], [0.0, 0.1, -0.1], [0.1, -0.4, 0.5], [0.6, -0.3, 0.6], [-0.5, 0.3, -0.1], [0.1, 0.2, -0.1]]
}

=====

{
  "formula": "C4H7N",
  "method": "ωB97M-V with the def2-TZVPD basis set",
  "lumo_energy_ev": 0.85,
  "smiles": "CC(C)C#N",
  "molar_mass_g_mol": 69.11,
  "homo_ev": -11.793,
  "gap_ev": 12.642,
  "relative_energy_kj_mol": 174.4,
  "symbols": ["C", "C", "C", "C", "N", "H", "H", "H", "H", "H", "H", "H"],
  "xyz": [[0.145, -1.139, -1.327], [0.929, 1.060, -0.002], [-1.121, -0.279, 0.617], [0.290, -0.253, 0.238], [-0.041, -1.504, -2.372], [1.635, 1.296, 0.898], [1.599, 1.053, -0.756], [0.199, 1.828, -0.048], [-1.699, 0.115, -0.224], [-1.444, -1.299, 0.518], [-1.416, 0.102, 1.543], [0.924, -0.979, 0.913]],
  "atomic_forces_ev_per_a": [[1.4, 3.4, 6.4], [0.7, 0.3, 4.4], [-1.6, -1.0, -2.0], [1.8, -4.3, -1.9], [-0.6, -1.4, -3.4], [-1.5, -0.3, -1.2], [1.8, 0.1, -2.9], [-0.5, 0.8, -0.4], [-0.1, 0.8, 0.4], [-0.2, -0.7, 0.7], [-0.2, 0.9, 1.5], [-1.1, 1.4, -1.5]]
}

=====

{
  "formula": "C6H17N2",
  "method": "ωB97M-V with the def2-TZVPD basis set",
  "lumo_energy_ev": -8.36,
  "molar_mass_g_mol": 117.22,
  "homo_ev": -13.877,
  "gap_ev": 5.521,
  "charge": 1,
  "relative_energy_kj_mol": 513.6,
  "symbols": ["C", "N", "C", "C", "C", "C", "C", "N", "H", "H", "H", "H", "H", "H", "H", "H", "H", "H", "H", "H", "H", "H", "H", "H", "H"],
  "xyz": [[3.439, -1.003, 0.677], [-0.041, -0.934, -0.965], [-1.398, -1.179, -0.786], [-2.280, -0.020, -1.184], [-1.930, 1.252, -0.399], [-2.449, 1.207, 1.039], [2.871, 0.280, 0.057], [1.544, 0.629, 0.499], [2.973, -1.864, 0.218], [4.507, -1.039, 0.466], [3.260, -1.014, 1.748], [-1.587, -1.573, 0.235], [-1.520, -2.082, -1.448], [-2.186, 0.125, -2.260], [-3.322, -0.269, -0.995], [-2.346, 2.121, -0.891], [-0.836, 1.351, -0.395], [-3.531, 1.042, 1.011], [-1.946, 0.440, 1.634], [-2.303, 2.188, 1.509], [2.840, 0.234, -1.028], [3.498, 1.132, 0.322], [0.792, 0.058, 0.072], [1.463, 0.691, 1.510], [0.486, -1.773, -0.647]],
  "atomic_forces_ev_per_a": [[0.1, 0.6, -0.3], [0.5, -1.0, 0.3], [0.1, 0.9, 0.3], [-0.1, 0.1, -0.1], [0.3, -0.4, 0.4], [-0.1, 0.5, -0.3], [-0.2, -0.2, 0.0], [0.1, 0.1, 0.2], [-0.1, -0.3, 0.0], [0.0, -0.2, 0.2], [0.1, -0.1, 0.1], [-0.1, -0.3, -0.2], [0.0, -0.2, 0.2], [0.1, 0.1, 0.0], [-0.1, -0.2, 0.0], [0.0, 0.1, -0.2], [-0.1, 0.3, -0.1], [0.2, -0.2, 0.2], [-0.2, 0.0, 0.1], [0.1, -0.3, 0.1], [0.1, 0.0, -0.1], [0.1, 0.1, 0.1], [-0.5, 0.5, -0.5], [-0.1, -0.2, 0.1], [-0.2, 0.2, -0.3]]
}